[1]
# C19H38NO3OsP3

A structure of composition C19H38NO3OsP3 in a non-equilibrium geometry (wB97M-V/def2-TZVPD, the OMol25 dataset).

Computed properties:
- <S²> = 6.035
- relative energy (zero: lowest compared OMol25 entry of this formula, charge and spin) (kJ/mol) = 0.0
- total charge = +4
- spin multiplicity = 5
- gap between HOMO and LUMO (alpha / beta) (eV) = 6.94 / 5.51

CARTESIAN COORDINATES (ANGSTROEM)
H: 4.5571 0.3945 -0.9114
H: -3.2912 -3.0362 1.2128
C: -1.3222 -0.2388 -3.2902
H: 1.4802 1.6751 -3.5490
C: -0.5304 0.8902 -3.4791
H: -1.5581 3.2121 1.6768
H: 2.1765 -2.8584 -0.4418
C: -0.9276 3.6007 0.8683
H: 0.4186 3.0916 -2.5289
H: -2.6553 3.3741 -1.5024
H: 0.0556 3.8710 1.2742
H: 0.1053 0.0007 3.7413
O: 0.4646 -1.6387 1.7938
H: -2.4427 1.6871 -2.0745
H: -1.3915 4.4960 0.4287
C: 0.8579 0.7888 -3.4043
H: -3.4705 -1.3370 1.7163
H: -3.0569 -1.6500 -2.2052
H: -3.7858 -0.5586 -0.9949
H: 3.8990 -2.3902 -0.4868
H: 2.8845 -2.1120 -1.9080
C: -1.5348 0.5979 1.6169
C: -0.8711 -3.1230 -0.3813
C: 0.4604 3.3421 -1.4680
H: 1.4819 3.1670 -1.1088
H: 3.5161 1.6833 -0.2737
C: 3.5260 0.7693 -0.8787
H: 0.2307 4.4113 -1.3445
P: -0.7087 2.3402 -0.4691
H: -2.0649 -2.2910 2.2804
C: 0.6591 -1.5909 -3.0383
H: 1.6394 -3.6567 3.0741
H: -0.1483 -3.9506 3.2121
C: 0.6921 -3.3004 3.5081
H: -1.5479 -3.9861 -0.4327
H: 3.1817 0.0754 2.1899
H: 4.4377 -0.7441 1.2295
C: 3.3649 -0.7293 1.4724
C: -2.3863 2.3491 -1.2045
H: 3.0877 -1.6918 1.9203
O: -2.3730 0.8177 2.4146
H: -2.4091 -0.1487 -3.3182
Os: -0.1222 0.3058 0.4089
O: 1.7115 1.9483 2.2348
C: -0.7238 -1.4892 -3.1404
H: -3.1118 1.9972 -0.4586
H: 1.1271 -2.5605 -2.8778
C: -2.7442 -2.1102 1.4401
C: 1.0259 1.3129 1.5172
H: 3.2056 1.0090 -1.8967
P: -1.8146 -1.5880 -0.0581
C: 1.4588 -0.4595 -3.2123
C: 0.4488 -1.9079 3.0333
P: 2.4204 -0.4690 -0.0894
N: 0.2504 -0.9776 3.9740
H: 0.7686 -3.3209 4.6048
C: 2.8857 -2.1037 -0.8130
H: -0.3064 -3.0558 -1.3153
C: -3.2896 -1.5259 -1.1479
H: 0.2990 -1.2612 4.9410
H: -0.9953 1.8545 -3.7236
H: -0.1566 -3.2756 0.4369
H: -4.0041 -2.3146 -0.8769
H: 2.5442 -0.5477 -3.2399
H: -1.3411 -2.3930 -3.1316

Atomic partial charges in e from the natural (NBO) method, atoms 1 to 4: atom 1 (H): 0.31, atom 2 (H): 0.29, atom 3 (C): -0.18, atom 4 (H): 0.27

=====

[2]
# C19H39AgO5

A structure of composition C19H39AgO5 in a non-equilibrium geometry (wB97M-V/def2-TZVPD, the OMol25 dataset).

Computed properties:
- total charge = 0
- spin multiplicity = 1
- gap between HOMO and LUMO (eV) = 4.40

CARTESIAN COORDINATES (ANGSTROEM)
H: 18.8693 -12.6280 9.2860
H: 20.2792 -14.0472 -0.2307
C: 20.3454 -14.2707 0.8341
H: 20.4560 -11.3017 2.4764
C: 15.3969 -10.0574 0.5785
H: 20.0931 -13.0981 6.4581
H: 20.7124 -15.2965 0.7983
C: 12.6356 -16.2076 5.9537
C: 12.8836 -10.0152 5.2611
C: 20.2345 -12.0556 1.7210
H: 14.2537 -12.8171 0.2422
C: 19.0354 -14.1565 1.5613
H: 18.7810 -14.9660 2.2454
H: 16.2758 -10.0213 1.2221
C: 21.1872 -13.2636 1.5694
H: 20.1281 -15.1777 8.3856
H: 15.5280 -9.8127 7.1896
H: 13.4799 -10.5177 -1.4514
C: 14.2420 -11.2446 -1.1704
C: 19.3123 -12.8472 7.1761
O: 13.9603 -15.7140 3.8784
C: 14.5862 -9.4133 6.8132
H: 18.2277 -15.5914 6.9571
H: 12.6241 -9.2931 4.4869
H: 11.6315 -16.4833 6.2758
H: 18.9103 -14.9468 9.6704
C: 19.5416 -13.1897 8.6374
H: 14.8894 -9.0937 0.5362
H: 11.9899 -8.6080 6.7194
H: 13.2063 -17.0768 6.2808
Ag: 15.9838 -12.6342 4.0821
H: 14.2390 -11.9828 -1.9724
C: 11.8450 -17.0701 3.7030
H: 13.4123 -11.0452 7.7531
H: 16.4300 -11.3138 -0.9554
H: 20.5562 -12.8919 8.9020
H: 12.4048 -18.0014 3.6172
C: 12.6526 -15.9893 4.4203
C: 15.6089 -10.6025 -0.8671
H: 11.3837 -10.2781 6.8461
H: 13.1248 -9.5332 8.5436
C: 12.2405 -9.6594 6.5791
C: 13.3719 -9.9704 7.5762
O: 14.2762 -9.8861 5.4993
H: 22.0813 -12.9988 1.0050
H: 12.6362 -11.0206 4.9207
H: 12.9140 -15.2930 6.4773
H: 14.6936 -8.3290 6.7856
C: 19.2246 -14.6399 8.6729
H: 19.0981 -11.7796 7.1254
H: 21.5218 -13.6965 2.5121
O: 14.6338 -11.1077 1.1135
C: 18.0521 -14.7647 7.6454
H: 15.8702 -9.8201 -1.5797
H: 17.0982 -14.8569 8.1647
H: 12.0038 -15.1182 4.3287
H: 12.7832 -11.7628 0.3157
C: 13.8576 -11.8070 0.1372
O: 19.0797 -12.8167 2.1232
H: 11.8094 -16.8315 2.6400
H: 10.8110 -17.2062 4.0200
O: 18.0893 -13.5823 6.9361
H: 19.9741 -11.6276 0.7530
H: 18.2218 -14.1369 0.8363

Atomic partial charges in e from the natural (NBO) method, atoms 1 to 4: atom 1 (H): 0.20, atom 2 (H): 0.20, atom 3 (C): -0.44, atom 4 (H): 0.20

=====

[3]
# C19H39BrClFN2O20PS5

A cluster of 5 separate species, C19H39BrClFN2O20PS5 in total in a non-equilibrium geometry (wB97M-V/def2-TZVPD, the OMol25 dataset).

Computed properties:
- total charge = +1
- spin multiplicity = 1
- gap between HOMO and LUMO (eV) = 7.48

CARTESIAN COORDINATES (ANGSTROEM)
C: -2.1279 -6.6757 1.2140
O: -0.8998 -7.3425 1.5009
H: -7.1476 1.9169 -3.5418
S: -7.3780 -1.1700 -0.8612
O: -7.9761 0.1151 -0.1791
Br: -4.7709 2.6032 -1.6892
H: 8.1967 1.0105 -4.7669
H: 1.3682 1.0031 -1.4463
H: -2.8518 -0.0157 0.7364
H: -3.4044 -3.4711 -1.7713
H: -3.0574 0.2021 -1.1555
H: 1.4426 0.7916 0.4825
Cl: -2.4500 -2.8948 1.1336
H: -1.6838 3.8829 4.0913
H: 6.2250 2.5472 -6.5578
H: -0.3708 4.9911 4.5779
H: -1.9165 -5.8569 0.5186
H: -2.5646 -6.2700 2.1304
C: 6.8936 1.7014 -6.3656
O: 6.1491 0.5005 -6.5559
O: 1.3364 4.7680 6.0121
H: 2.0467 -2.4054 -3.1609
O: 6.2331 1.1185 -4.1856
H: 2.6173 7.4999 4.5643
C: 0.9712 -2.0054 -2.9227
O: -7.2201 1.0102 -3.0778
H: 2.7742 -2.8730 -0.5435
O: 3.2923 6.3206 6.1003
S: -0.6754 -8.5523 0.4314
H: -0.6353 -0.9237 0.2067
H: 3.9142 8.2266 5.5535
C: 2.9192 -0.5982 -0.6011
C: -4.8532 -2.0375 -2.0293
H: 4.8975 -0.0429 -1.7723
H: 1.2841 3.1946 4.5092
H: 1.7385 -1.9990 0.7682
O: 4.0323 0.6039 -5.2399
O: 0.2997 -8.1275 -0.5459
O: 1.3717 3.1100 1.2989
H: -4.3001 -1.7160 -3.0327
H: -0.1288 2.3879 5.2446
S: 1.9762 5.7402 6.8677
C: -0.6182 4.1086 3.9818
O: 2.3393 5.4644 8.2400
H: -5.2586 0.5068 0.3831
O: -1.0824 2.4801 1.1130
H: 0.3805 -3.2900 -1.1437
H: -3.4542 -8.3966 1.3200
H: -3.8248 -7.2861 -0.0281
F: -8.3003 -1.6616 -2.2369
C: -3.0225 -7.7293 0.5665
H: 3.6882 -0.5404 0.3121
C: 0.2400 2.9026 4.3542
H: -5.7254 -2.7701 -2.3873
S: 5.3926 0.1195 -5.1620
O: -2.1528 -8.5016 -0.2581
C: -2.8727 -1.9800 -0.4659
C: -3.3963 -0.4448 -0.2132
H: -0.4743 -0.2301 -1.5378
C: 2.0406 -1.9490 -0.3661
O: 1.0936 7.1116 6.8405
O: 5.7242 -1.2442 -4.8202
H: 1.3777 9.0090 6.0370
C: -5.5945 -0.7637 -1.2871
C: 3.0063 7.6181 5.5808
H: 4.0745 -1.7863 -2.1985
O: -7.4681 -2.3413 0.1928
H: 2.8789 1.6690 -0.3655
N: -3.9674 -2.8534 -1.1154
H: -5.1062 -1.1331 0.7454
O: -0.5639 -9.7912 1.1688
C: 7.3345 1.6708 -4.9046
O: -0.3556 4.3515 2.6008
N: -4.8984 -0.3970 0.0062
P: -5.5674 0.6758 -2.5926
O: -1.7621 -1.9542 -1.4287
H: 7.5762 2.6674 -4.5254
C: 0.7326 -2.1603 -1.3098
O: 0.1882 2.0426 3.2181
H: 0.8378 -0.9215 -3.3470
S: 0.0530 2.9521 1.8709
C: 1.9468 8.2050 6.5097
C: -0.5823 -1.2443 -0.9165
H: 3.2597 -0.1927 -2.8269
C: 3.9140 -0.6552 -1.9454
H: 7.7399 1.7439 -7.0553
C: 2.0728 0.8168 -0.5310
H: 2.3970 8.5746 7.4371
H: 0.1923 -2.7406 -3.4503

Atomic partial charges in e from the Mulliken method, atoms 1 to 4: atom 1 (C): 0.05, atom 2 (O): -0.33, atom 3 (H): 0.36, atom 4 (S): 1.17

=====

[4]
# C19H39FI2NO13

A structure of composition C19H39FI2NO13 (wB97M-V/def2-TZVPD, the OMol25 dataset).

Computed properties:
- total charge = +1
- spin multiplicity = 1
- gap between HOMO and LUMO (eV) = 8.98

CARTESIAN COORDINATES (ANGSTROEM)
H: -1.6819 5.1037 -1.9842
C: 5.3844 -5.2201 5.1291
O: -7.1022 -2.4151 -5.6268
O: 6.5398 -4.9256 5.9210
H: 4.6428 -4.4295 5.2293
H: 5.6581 -5.3265 4.0812
H: -7.7710 0.6771 -7.5464
O: 3.2628 2.5291 2.7317
H: -4.7919 -3.3988 -4.8022
H: -4.8866 -0.7630 0.9589
H: 9.3881 -2.4845 5.1339
O: -4.4219 -2.4448 4.7478
C: -2.4161 1.4875 -3.6430
H: 8.3809 -1.5808 6.2832
O: -2.9982 -0.8122 4.1130
H: 1.3742 1.1165 -4.8670
H: -3.1872 -0.8269 1.5238
C: 0.6641 3.2479 -3.4308
H: -8.6373 -0.4308 -6.4398
H: 2.6404 2.7451 -3.7963
H: -2.7908 0.5728 -4.1067
C: 4.5542 -0.7027 2.9793
O: 1.5748 0.9995 -3.9371
I: -2.4351 2.9734 -0.1800
O: -5.2352 -1.3604 -4.9295
C: -3.9329 -1.5442 3.9137
H: 5.3079 -0.6866 2.1955
C: 8.9899 -2.4721 6.1464
N: -0.3922 3.5071 -2.3428
O: 3.4264 0.9102 1.1725
H: -3.9740 -2.2775 -3.6774
H: 4.9741 -1.1017 3.8961
H: -4.2962 0.3836 2.1890
H: 2.2930 2.7214 -1.2010
H: -1.9592 2.0745 -4.4455
I: -2.3023 -0.3247 -1.2738
H: -3.2948 2.0177 -3.2601
C: -6.3771 -1.4595 -5.6188
H: 0.0775 3.0515 -4.3293
H: 5.0030 -6.1557 5.5239
H: -2.6983 -2.7854 5.8629
H: -2.2127 3.9592 -3.2601
O: 4.1368 0.6372 3.2973
O: 8.2126 -3.6513 6.3920
O: -6.5635 -0.3235 -6.2828
H: 3.3104 1.4741 -1.9311
H: -0.5342 0.6615 -2.8826
C: -3.7429 -2.5210 6.0118
O: 6.8389 -3.0466 4.7100
H: -3.8042 -1.5668 6.5302
H: -0.8837 5.1257 -3.5944
C: 2.2961 1.8686 -1.8797
H: -0.1713 1.9892 -0.9730
H: 1.0896 4.2489 -3.5302
H: 1.8287 2.8485 1.2857
H: -7.7398 -1.0907 -7.8201
C: -4.9124 -2.5274 -4.1621
C: -4.2194 -0.6339 1.8070
C: 3.6022 1.3075 2.3005
H: 3.4447 3.4857 0.9089
F: 0.3330 4.1798 -1.3472
H: 2.4407 4.2885 2.1545
C: 2.7097 3.3403 1.7004
C: 7.1666 -3.8021 5.5915
H: -4.2641 -3.2956 6.5630
C: 1.8162 2.2312 -3.2835
C: -7.7638 -0.2994 -7.0744
C: -1.3762 4.5124 -2.8425
H: 1.6879 1.0681 -1.4520
H: -5.6840 -2.7322 -3.4226
O: -4.6529 -1.5747 2.7858
H: 3.7011 -1.2940 2.6539
C: -1.0009 2.2964 -1.6042
H: 9.7913 -2.5068 6.8763
C: -1.4345 1.1539 -2.5201

Atomic partial charges in e from the Mulliken method, atoms 1 to 4: atom 1 (H): 0.32, atom 2 (C): -0.62, atom 3 (O): -0.53, atom 4 (O): -0.31

=====

Calculated total energy? In order: -2140.29065; -1270.22238; -7827.42531; -2475.16759 a.u..